{"formula": "C3H5NO", "method": "ωB97M-V/def2-TZVPD", "elements": ["C", "C", "N", "C", "O", "H", "H", "H", "H", "H"], "coordinates": [[1.1886, -1.2099, -0.1611], [0.7512, 0.0841, -0.2764], [-0.6725, 0.1780, -0.0813], [-1.1568, 1.2323, 0.4244], [-1.3156, -0.8376, -0.4082], [2.0789, -1.7750, -0.4298], [0.3247, -1.8315, -0.0716], [1.5336, 0.8650, -0.2602], [-2.2246, 1.2698, 0.5224], [-0.5075, 2.0248, 0.7417]], "atomic_forces_ev_per_a": [[-1.4, 1.5, -1.3], [3.7, -3.2, 0.9], [1.2, 0.0, -0.4], [-1.0, 1.5, 0.6], [-1.3, -0.5, -0.3], [0.4, 1.1, 0.5], [-0.2, -0.8, 0.2], [-1.5, 0.3, -0.3], [-0.2, 0.1, 0.1], [0.2, 0.1, -0.1]], "lowdin_charge": [0.074, -0.095, -0.384, 0.070, -0.074, 0.069, 0.044, 0.118, 0.094, 0.084], "max_force_ev_per_a": 5.03, "homo_energy_ev": -8.992, "lumo_ev": 0.383}